Record 1
Below is a single C3H3ClFNS molecule, with properties calculated with wB97M-V/def2-TZVPD.

```
10
Properties=species:S:1:pos:R:3
N -0.044 -0.841 0.880
Cl -0.888 1.637 -0.453
H -1.640 -1.443 2.524
C 1.206 -0.159 -0.964
C 0.591 1.001 -1.036
H 2.116 -0.387 -1.522
C 0.799 -1.211 0.016
F 0.978 1.989 -1.869
S -0.664 -2.098 1.831
H 1.164 -2.233 -0.033
```

## Properties
SMILES: F/C(Cl)=C/C=N/S
ΔE to the lowest compared entry with this formula, charge and spin: 26.9 kcal per mole

Mulliken population analysis, charges in e, atoms 1 to 6:
1 N -0.287
2 Cl -0.119
3 H 0.155
4 C -0.524
5 C 0.399
6 H 0.316

***

Record 2
Below is 5 unconnected molecules or ions with the total composition C43H67ClF13IN4O10PSi, with properties calculated with wB97M-V/def2-TZVPD.

```
141
Properties=species:S:1:pos:R:3
H -4.555 6.961 0.923
H 3.906 -1.478 3.829
N 1.364 -2.093 1.230
C -1.325 -2.285 -0.023
H -2.333 -0.631 2.191
C -8.148 -1.884 -5.195
C -3.901 -2.153 0.535
C -4.714 -0.825 0.749
O -5.730 -2.478 -6.167
C 2.662 -1.859 -2.769
C 0.168 -1.353 1.430
C -1.330 6.292 -0.372
C 1.563 0.078 -0.116
H -8.890 -3.783 -4.496
C -4.819 6.052 0.324
F 5.511 2.799 8.501
H -1.744 7.112 0.253
H 2.610 0.007 6.511
H 2.726 2.682 -1.841
C -8.707 -3.270 -5.442
H -4.646 -2.966 0.333
C -5.076 -0.022 -0.542
F -4.956 -2.868 -2.855
O -1.288 -0.253 5.121
N -0.255 -0.931 2.570
H -1.310 0.839 2.157
H 1.748 0.154 -3.303
H -5.695 -1.135 1.209
C -2.078 -7.549 -3.924
F -4.317 -0.974 -3.680
C 0.197 -0.992 -2.232
I -1.271 0.175 -3.435
C -5.832 -2.254 -4.998
H 8.656 -1.422 1.430
H -3.004 -6.078 -2.669
F 12.747 -0.566 -0.210
Si -3.478 4.741 0.755
H 4.635 2.069 -0.174
C 11.812 -0.268 -1.127
H 3.557 2.733 1.148
C 1.821 0.679 6.851
H -8.005 -3.883 -6.008
C 4.436 2.253 6.442
C -2.954 5.125 2.548
H -5.624 3.425 -0.914
H 3.463 0.390 -0.812
H -2.377 6.069 2.672
H 4.063 3.744 -0.328
C -0.260 4.316 -2.031
H -1.140 -7.720 -4.454
H -5.850 5.698 0.547
H -0.183 -2.028 -2.371
C -4.165 2.971 0.757
H -2.211 -8.383 -3.233
H -1.491 -2.792 0.976
O -6.969 -1.945 -4.370
C -2.049 -6.235 -3.171
F 5.706 4.213 6.881
H -6.785 1.287 -0.888
H -4.695 6.314 -0.761
H -1.893 -5.389 -3.842
C 0.375 5.606 -2.040
Cl 5.219 -0.038 1.735
O 3.288 2.610 7.021
H 1.236 5.881 -2.683
H 2.530 -2.428 -1.823
C -1.768 0.249 4.177
H 3.603 -1.254 -2.802
C 8.796 -0.554 2.077
H 1.125 -1.250 -4.174
H -3.299 2.265 0.821
H 1.277 2.750 6.746
C -1.384 3.956 -1.212
P 3.178 -0.269 2.118
C -4.664 -2.234 -4.008
H 2.789 -2.628 -3.577
C -2.806 -2.138 -0.587
F 1.006 -4.898 -0.585
H 9.592 -0.806 2.781
N -0.611 -1.022 0.268
O 3.063 -1.447 3.332
H -7.937 -1.362 -6.130
N 2.534 0.786 -0.957
H -2.958 -3.067 -1.201
H -2.849 -1.291 -1.304
C 2.089 2.104 6.413
C 3.762 2.735 0.055
H -2.313 4.300 2.973
H -0.313 0.640 -0.926
C -5.887 1.322 -0.231
H 0.279 -1.165 3.417
H 1.265 0.884 0.627
H 1.793 0.612 7.940
H 8.392 0.930 0.547
C 0.210 -6.017 -2.534
H 9.278 1.531 1.939
C 2.305 -1.102 0.610
H 3.117 -1.576 0.017
C 2.527 2.257 -0.819
F -3.566 -2.824 -4.498
H -5.552 -0.623 -1.350
C 9.166 0.675 1.273
O 9.424 -0.671 -1.013
C 0.191 -0.362 -0.810
H -8.877 -1.285 -4.649
C 10.408 -0.200 -0.520
H -3.454 -2.424 1.534
F 6.786 2.346 6.826
F 11.901 -1.194 -2.088
H 2.145 2.188 5.325
C 5.618 2.902 7.167
F 12.163 0.907 -1.679
H -4.268 2.376 -1.392
H -2.891 -7.557 -4.650
C -0.178 6.636 -1.181
H -0.743 -3.059 -0.597
H 7.873 -0.386 2.634
H 0.153 3.545 -2.718
H -3.867 5.143 3.201
F 0.925 -7.060 -0.509
O 0.544 -5.790 -3.660
H -9.642 -3.212 -6.000
H 1.207 -2.898 0.618
C -1.482 -0.128 2.705
H -4.104 0.350 -0.976
H 0.869 0.326 6.451
C -4.976 2.584 -0.544
H 1.560 2.693 -0.487
H -4.260 -0.133 1.513
C -1.951 4.987 -0.349
H -6.125 1.324 0.858
H -1.839 2.940 -1.220
F 2.436 -6.088 -1.686
O -1.043 -6.257 -2.138
H 0.246 7.661 -1.148
C 1.152 -6.025 -1.328
O 4.528 1.556 5.471
F -2.655 1.277 4.368
C 1.463 -0.918 -3.156
H -4.852 2.877 1.641
O 10.433 0.497 0.620
```

## Properties
total charge: +1

Mulliken population analysis, charges in e, atoms 1 to 6:
1 H 0.312
2 H 0.298
3 N -0.141
4 C -0.967
5 H -0.735
6 C -0.234

***

| no. | HOMO energy (eV) | gap between HOMO and LUMO (eV) | largest force on an atom (hartree/bohr) |
| --- | --- | --- | --- |
| 1 | -8.768 | 8.999 | 0.0483 |
| 2 | -11.008 | 7.326 | 0.0493 |